DFT (ωB97M-V with the def2-TZVPD basis set) results for one molecule with the formula C17H25N3O3.

Structure (XYZ):
```
48
Properties=species:S:1:pos:R:3:forces:R:3
C 4.3940 -4.0740 -1.0616 -0.1268 0.0137 0.4027
C 4.4718 -4.3516 0.4332 0.2047 -0.3446 -0.3593
O 3.5103 -3.5937 1.1636 -0.2802 0.1847 0.1133
C 2.2541 -4.1050 1.1840 0.1872 0.0001 0.1651
O 1.9401 -5.1369 0.6372 0.0526 -0.3193 -0.2904
N 1.4075 -3.3487 1.9169 0.0109 0.1178 0.1395
C 1.7343 -2.0658 2.4908 0.2704 0.3390 -0.0845
C 0.9539 -0.9489 1.7931 -0.2122 -0.1582 0.3959
C -0.5589 -1.2347 1.8561 0.1782 -0.1706 -0.3567
N -1.4127 -0.2793 1.1832 -0.0615 -0.0051 -0.2060
C -1.5798 1.0368 1.7609 0.0698 0.3296 -0.1316
C -0.6220 2.1338 1.2564 -0.1418 -0.0863 0.3811
N -0.8991 2.5109 -0.1095 0.1612 -0.3525 -0.0803
C -1.5766 3.6466 -0.4178 0.1387 -0.1171 -0.0666
O -1.9159 4.4564 0.4222 -0.1938 0.1561 0.0880
C -1.8600 3.8289 -1.8719 -0.1218 0.1882 -0.2460
C -3.0269 4.4972 -2.2293 0.0739 -0.0446 0.1291
C -3.3365 4.7006 -3.5610 -0.0367 0.0122 -0.0051
C -2.4739 4.2529 -4.5481 0.0354 -0.0023 -0.0576
C -1.2989 3.6077 -4.1991 0.0156 -0.0381 -0.1227
C -0.9915 3.3922 -2.8675 -0.0495 -0.0082 0.1379
C -0.8239 -2.6205 1.2562 0.0791 0.0494 0.5011
C 0.0026 -3.6871 1.9713 -0.1919 -0.2140 -0.3632
H 5.1821 -4.6178 -1.5745 0.0972 -0.0468 -0.0953
H 4.5109 -3.0101 -1.2552 0.0488 0.0833 -0.0528
H 3.4314 -4.4031 -1.4450 -0.0319 -0.0266 -0.0656
H 5.4373 -4.0446 0.8415 -0.1206 -0.0630 -0.0196
H 4.3067 -5.4165 0.6254 0.0984 0.1760 0.0256
H 2.8070 -1.9001 2.4021 -0.1481 -0.0039 0.1312
H 1.4658 -2.0858 3.5543 0.0666 0.0271 -0.0137
H 1.2682 -0.8859 0.7481 0.0119 0.0474 -0.0655
H 1.1844 -0.0033 2.2858 0.0192 0.0635 -0.0348
H -0.8669 -1.2429 2.9093 0.0273 -0.0466 -0.0088
H -1.1941 -0.2271 0.1953 -0.0764 -0.1091 -0.0168
H -2.6011 1.3692 1.5396 0.0961 0.1160 0.1629
H -1.4832 0.9490 2.8446 -0.0344 0.0093 0.0287
H -0.7662 3.0353 1.8561 0.1003 -0.0964 -0.0400
H 0.4203 1.8122 1.3313 -0.0799 0.0391 0.0616
H -0.7604 1.8179 -0.8270 -0.0411 0.1685 -0.0417
H -3.6793 4.8503 -1.4451 -0.0411 0.0427 0.0679
H -4.2480 5.2129 -3.8307 -0.0755 0.0336 -0.0147
H -2.7112 4.4143 -5.5893 -0.0173 0.0148 -0.0801
H -0.6171 3.2742 -4.9679 0.0514 -0.0137 -0.0505
H -0.0578 2.9128 -2.6081 0.0674 -0.0320 0.0304
H -1.8852 -2.8528 1.3365 -0.0497 0.0232 -0.0258
H -0.5564 -2.6114 0.1975 0.0046 -0.0071 -0.1033
H -0.1237 -4.6615 1.4976 -0.0217 0.1022 0.1608
H -0.3018 -3.7551 3.0219 -0.0127 -0.0315 -0.0237
```
Positions in Å, forces in eV/Å.

Properties
**HOMO**: -8.77 eV
**Structure (SMILES)**: CCOC(=O)N1CCC(NCCNC(=O)c2ccccc2)CC1
**LUMO**: 0.56 eV
**Relative energy (zero: lowest compared OMol25 entry of this formula, charge and spin)**: 140.94 kJ/mol
**Gap between HOMO and LUMO**: 0.34287 Ha